# C46H124N8O17

A 12-piece molecular cluster, C46H124N8O17 overall (the ωB97M-V functional and the def2-TZVPD basis, the OMol25 dataset).

Each line ends with the Löwdin charge.
Cartesian coordinates (Å):
C 3.75 0.25 -3.68  -0.161
O 3.52 1.62 -3.90  -0.134
H 4.00 -0.43 -4.50  0.081
H 4.41 0.24 -2.82  0.051
H 2.95 -0.25 -3.12  0.053
H 3.94 2.10 -3.18  -0.015
C -1.94 0.75 3.58  -0.151
O -1.48 -0.58 3.38  -0.133
H -2.29 0.96 4.59  0.088
H -1.30 1.54 3.20  0.066
H -2.83 0.88 2.98  0.067
H -1.85 -1.12 4.09  0.077
C 3.12 -4.89 -2.62  -0.156
O 2.99 -5.24 -3.99  -0.110
H 2.21 -4.88 -2.02  0.035
H 3.78 -5.53 -2.04  0.086
H 3.55 -3.89 -2.55  0.071
H 2.60 -4.52 -4.49  0.064
C -0.07 -3.95 3.87  -0.116
O -0.48 -5.28 4.34  -0.136
H 0.43 -3.92 2.91  0.063
H -0.99 -3.38 3.72  0.057
H 0.50 -3.49 4.67  0.079
H -0.91 -5.20 5.20  0.064
C 3.64 2.36 2.60  -0.110
O 3.85 2.83 1.30  -0.216
C 2.80 2.58 0.35  -0.170
C 3.37 3.24 -0.96  -0.152
N 4.57 2.55 -1.51  -0.069
C 5.33 3.42 -2.34  -0.239
C 6.54 3.96 -1.59  -0.178
O 7.48 2.98 -1.00  -0.164
C 8.52 3.63 -0.31  -0.145
H 4.33 2.70 3.37  0.091
H 3.57 1.28 2.51  0.069
H 2.63 2.65 2.91  0.075
H 1.90 3.07 0.72  0.112
H 2.67 1.51 0.17  0.095
H 3.51 4.32 -0.83  0.112
H 2.59 3.18 -1.72  0.108
H 5.21 2.20 -0.81  0.115
H 4.83 4.26 -2.82  0.138
H 5.69 2.81 -3.17  0.119
H 6.16 4.70 -0.89  0.123
H 7.07 4.54 -2.34  0.117
H 8.97 4.53 -0.73  0.080
H 9.31 2.89 -0.19  0.087
H 8.31 4.00 0.70  0.081
C -1.86 4.20 1.90  -0.118
O -2.33 5.36 1.23  -0.199
C -2.95 6.34 2.09  -0.224
C -3.75 7.36 1.30  -0.157
N -2.76 8.38 0.84  -0.073
C -2.01 8.15 -0.34  -0.237
C -1.10 9.28 -0.84  -0.196
O -0.18 9.57 0.24  -0.172
C 0.37 10.83 0.04  -0.145
H -1.26 4.37 2.79  0.088
H -1.29 3.58 1.21  0.079
H -2.76 3.66 2.20  0.076
H -2.29 6.80 2.83  0.124
H -3.73 5.89 2.70  0.107
H -4.40 7.77 2.07  0.111
H -4.32 6.84 0.53  0.109
H -2.08 8.58 1.57  0.097
H -2.81 7.84 -1.01  0.124
H -1.36 7.30 -0.16  0.107
H -1.78 10.13 -0.94  0.111
H -0.70 9.20 -1.85  0.122
H 0.47 11.21 -0.98  0.085
H 1.31 10.98 0.57  0.085
H -0.27 11.58 0.51  0.084
C -10.15 1.26 -1.50  -0.069
O -9.15 2.10 -0.82  -0.229
C -9.58 3.48 -0.60  -0.192
C -8.48 4.17 0.24  -0.194
N -7.18 4.06 -0.49  -0.050
C -5.97 4.13 0.37  -0.183
C -4.81 3.70 -0.58  -0.161
O -5.20 2.44 -1.18  -0.218
C -4.50 1.93 -2.25  -0.128
H -10.12 0.32 -0.94  0.074
H -9.92 1.09 -2.55  0.083
H -11.14 1.66 -1.31  0.077
H -10.40 3.39 0.11  0.109
H -9.87 3.98 -1.52  0.122
H -8.37 3.74 1.23  0.104
H -8.82 5.18 0.49  0.109
H -7.09 3.11 -0.82  0.072
H -5.94 3.39 1.16  0.108
H -5.88 5.12 0.80  0.102
H -3.85 3.57 -0.09  0.100
H -4.71 4.47 -1.35  0.120
H -4.22 2.57 -3.09  0.086
H -5.10 1.12 -2.67  0.093
H -3.58 1.55 -1.80  0.070
C 4.71 -1.65 -0.48  -0.120
O 5.68 -1.43 0.49  -0.195
C 5.38 -1.84 1.85  -0.178
C 6.74 -2.12 2.50  -0.212
N 7.45 -0.91 2.45  -0.078
C 7.06 0.25 3.27  -0.185
C 7.30 0.02 4.72  -0.201
O 6.80 1.14 5.49  -0.208
C 6.81 0.97 6.88  -0.126
H 4.17 -2.59 -0.31  0.073
H 5.01 -1.61 -1.52  0.084
H 3.94 -0.92 -0.28  0.077
H 4.70 -2.68 1.97  0.117
H 4.81 -1.04 2.32  0.101
H 7.14 -3.01 2.01  0.123
H 6.63 -2.35 3.56  0.108
H 7.28 -0.64 1.49  0.091
H 6.04 0.51 2.98  0.097
H 7.72 1.03 2.89  0.129
H 8.38 -0.04 4.80  0.127
H 6.85 -0.87 5.16  0.115
H 7.73 0.48 7.18  0.088
H 5.94 0.36 7.14  0.081
H 6.59 1.97 7.27  0.090
C -2.70 -5.45 -0.80  -0.099
O -1.67 -4.76 -1.51  -0.235
C -1.58 -5.33 -2.82  -0.207
C -0.62 -4.47 -3.66  -0.202
N -1.20 -3.12 -3.69  -0.028
C -0.21 -2.19 -4.36  -0.163
C -0.87 -0.82 -4.78  -0.196
O -0.78 0.18 -3.76  -0.201
C -1.02 1.45 -4.21  -0.143
H -3.03 -4.82 0.03  0.082
H -2.41 -6.37 -0.29  0.082
H -3.54 -5.64 -1.47  0.090
H -2.56 -5.26 -3.29  0.115
H -1.25 -6.37 -2.86  0.121
H -0.60 -4.85 -4.69  0.120
H 0.42 -4.62 -3.37  0.084
H -1.46 -2.71 -2.80  0.078
H 0.08 -2.59 -5.33  0.111
H 0.66 -1.90 -3.78  0.100
H -1.81 -1.00 -5.30  0.120
H -0.32 -0.38 -5.61  0.104
H -0.79 2.25 -3.50  0.098
H -2.06 1.44 -4.53  0.080
H -0.55 1.61 -5.18  0.082
C 1.34 -7.38 -0.64  -0.061
C 1.50 -8.90 -0.34  -0.383
C 2.95 -9.40 -0.47  -0.214
O 3.40 -9.29 -1.82  -0.191
C 4.68 -10.02 -2.02  -0.072
N 1.03 -9.09 1.10  0.025
H 1.71 -7.08 -1.61  0.065
H 1.79 -6.80 0.18  0.075
H 0.25 -7.27 -0.59  0.062
H 0.75 -9.36 -0.99  0.127
H 3.01 -10.45 -0.18  0.113
H 3.58 -8.87 0.25  0.124
H 4.48 -11.02 -2.40  0.078
H 5.35 -10.13 -1.17  0.080
H 5.21 -9.47 -2.79  0.080
H 0.15 -8.67 1.34  0.059
H 0.96 -10.09 1.20  0.056
C -7.51 -1.59 0.81  -0.057
C -6.29 -1.81 1.80  -0.385
C -4.86 -1.71 1.23  -0.176
O -4.81 -2.39 -0.04  -0.202
C -3.78 -2.00 -0.96  -0.068
N -6.57 -0.94 2.98  0.016
H -8.39 -1.17 1.29  0.058
H -7.85 -2.49 0.32  0.070
H -7.28 -0.76 0.14  0.069
H -6.37 -2.85 2.10  0.123
H -4.15 -2.18 1.91  0.116
H -4.61 -0.65 1.15  0.115
H -2.89 -1.86 -0.34  0.076
H -4.10 -1.13 -1.54  0.084
H -3.50 -2.82 -1.62  0.070
H -6.78 -0.03 2.59  0.055
H -7.45 -1.18 3.42  0.062
C -1.09 0.55 -0.10  -0.036
C -0.16 -0.54 0.49  -0.451
C 0.62 -1.40 -0.53  -0.204
O 1.31 -2.48 -0.03  -0.184
C 0.58 -3.72 0.01  -0.063
N 0.71 0.03 1.42  0.070
H -0.50 1.38 -0.47  0.074
H -1.79 0.90 0.65  0.056
H -1.77 0.23 -0.90  0.048
H -0.86 -1.12 1.08  0.106
H 1.35 -0.70 -0.94  0.114
H 0.17 -1.64 -1.50  0.107
H -0.28 -3.71 0.68  0.087
H 1.33 -4.47 0.23  0.077
H 0.32 -3.99 -1.01  0.057
H 1.30 -0.74 1.70  0.083
H 0.20 0.25 2.26  0.049

Total energy (Ha): -3543.54675
HOMO-LUMO gap (eV): 8.614
Multiplicity: 1